No. 1
{"formula": "C4H12", "method": "the ωB97M-V functional and the def2-TZVPD basis", "elements": ["C", "C", "C", "C", "H", "H", "H", "H", "H", "H", "H", "H", "H", "H", "H", "H"], "coordinates": [[0.726, 1.531, 1.602], [-0.696, -1.339, -1.073], [-0.537, 2.122, 0.759], [0.447, -2.287, -1.463], [0.738, 1.367, 2.656], [1.000, 0.631, 1.097], [1.519, 2.303, 1.445], [1.359, -1.908, -1.836], [0.789, -2.538, -0.435], [-0.934, -1.581, -0.002], [0.139, -3.261, -1.904], [-0.751, 2.949, 1.248], [-1.421, 1.649, 0.808], [-0.645, -0.335, -1.346], [-0.007, 2.362, -0.092], [-1.725, -1.665, -1.464]], "atomic_forces_ev_per_a": [[-0.499, 1.455, -1.811], [-2.891, -3.042, 0.376], [4.834, -2.079, 2.478], [-0.609, -1.263, 2.530], [-0.874, -0.146, 0.788], [0.574, -0.703, -0.140], [-0.390, -0.754, -0.023], [0.527, 0.755, -1.297], [0.198, -0.587, -0.652], [0.533, 1.262, -0.664], [0.228, 0.927, -0.075], [-0.894, 4.582, 2.024], [-2.678, -2.641, -0.761], [0.532, 1.703, 0.049], [-0.078, 0.270, -2.568], [1.487, 0.261, -0.255]], "lumo_energy_ev": 1.1, "homo_energy_ev": -11.00, "orbital_gap_ha": 0.4455, "energy_ev": -4340.6795, "smiles": "CC.CC", "largest_force_ev_per_a": 5.82, "e_above_lowest_kcal_mol": 42.6}

=====

No. 2
{"formula": "C10H30BF4O5RbS5", "method": "the ωB97M-V functional and the def2-TZVPD basis", "elements": ["Rb", "S", "S", "S", "S", "S", "F", "F", "F", "F", "O", "O", "O", "O", "O", "C", "C", "C", "C", "C", "C", "C", "C", "C", "C", "B", "H", "H", "H", "H", "H", "H", "H", "H", "H", "H", "H", "H", "H", "H", "H", "H", "H", "H", "H", "H", "H", "H", "H", "H", "H", "H", "H", "H", "H", "H"], "coordinates": [[3.622, -0.696, -1.834], [-3.268, -1.615, -1.624], [2.311, -4.391, -1.215], [-1.601, 4.787, 1.756], [4.328, -1.550, 4.639], [-2.545, 1.129, -3.931], [0.720, -0.174, -1.369], [-0.344, 1.296, 0.056], [1.354, -0.069, 0.782], [1.865, 1.669, -0.661], [3.851, -2.961, 4.713], [-3.019, 1.639, -5.277], [3.489, -3.699, -1.854], [-4.607, -1.215, -2.165], [-1.602, 6.159, 2.349], [1.668, -3.210, 0.022], [-1.919, 2.534, -2.963], [0.926, -4.162, -2.370], [0.129, 4.464, 1.352], [-3.072, -0.845, 0.005], [2.828, -0.642, 4.211], [4.462, -0.962, 6.381], [-2.213, 4.957, 0.044], [-0.845, 0.551, -4.374], [-3.374, -3.331, -1.045], [0.884, 0.732, -0.305], [3.465, -0.906, 6.825], [0.669, -3.127, -2.587], [0.375, 3.404, 1.337], [2.092, -1.094, 4.876], [-0.309, 1.497, -4.467], [-2.536, 0.092, -0.130], [-1.835, 5.863, -0.426], [-0.339, -0.150, -3.712], [-2.509, -3.465, -0.395], [1.494, -2.241, -0.450], [5.055, -1.684, 6.930], [1.224, -4.652, -3.299], [-1.267, 2.203, -2.151], [2.847, 0.444, 4.315], [-3.298, 4.918, 0.026], [0.794, 4.929, 2.077], [0.334, 4.930, 0.388], [-1.799, 4.097, -0.492], [-4.055, -0.731, 0.456], [-4.252, -3.418, -0.401], [2.560, -0.812, 3.168], [-1.332, 3.180, -3.624], [-2.431, -1.488, 0.611], [2.263, -3.040, 0.915], [4.833, 0.063, 6.375], [-0.783, 0.098, -5.364], [-2.695, 3.174, -2.547], [0.711, -3.676, 0.268], [-3.404, -4.048, -1.858], [0.101, -4.756, -1.986]], "atomic_forces_ev_per_a": [[-0.305, -0.031, 0.170], [-0.386, 0.125, -0.542], [0.198, 1.387, -0.034], [-0.020, 0.702, 0.105], [-0.124, 0.095, 0.524], [0.468, -0.074, -1.530], [0.034, -0.247, -0.826], [0.431, 0.178, -0.365], [0.279, 0.318, -0.108], [-0.057, -0.028, -0.026], [0.191, 0.082, -0.067], [0.142, -0.078, 1.396], [-0.098, 0.087, 0.053], [0.597, -0.297, 0.426], [-0.173, -0.263, -0.050], [-0.536, -0.381, -0.497], [0.349, 0.594, -0.119], [0.323, -0.796, -0.146], [0.469, 0.002, -0.497], [0.286, -0.414, -0.148], [-0.270, 0.202, -0.003], [-0.858, 0.252, -0.654], [0.619, -0.639, 0.051], [0.417, 0.314, -0.146], [-0.179, 0.536, 0.858], [-0.279, -0.509, 1.073], [-0.031, -0.301, -0.114], [0.027, 0.081, 0.359], [-0.322, -0.083, -0.248], [-0.214, 0.154, -0.146], [0.362, -0.215, 0.140], [-0.248, 0.148, -0.013], [0.020, 0.144, 0.275], [-0.297, 0.336, 0.552], [0.183, -0.280, -0.230], [-0.175, -0.165, -0.089], [0.304, 0.144, -0.078], [0.176, 0.059, 0.063], [-0.123, -0.300, -0.029], [0.354, -0.057, 0.361], [-0.036, 0.068, 0.138], [-0.442, 0.195, 0.292], [0.132, -0.151, -0.026], [-0.217, -0.016, -0.020], [-0.012, 0.085, -0.014], [-0.128, -0.072, -0.215], [0.131, -0.363, 0.041], [-0.027, -0.193, -0.131], [-0.071, 0.052, 0.064], [0.275, -0.548, -0.085], [0.461, -0.172, 0.054], [-0.870, 0.029, -0.044], [-0.389, -0.425, -0.086], [-0.061, 0.354, 0.376], [0.021, 0.119, -0.161], [-0.301, 0.255, 0.119]], "lumo_energy_ev": -0.9, "homo_energy_ev": -8.57, "orbital_gap_ha": 0.2805, "energy_ev": -87475.0325, "largest_force_ev_per_a": 1.60, "e_above_lowest_kcal_mol": 36.7}

=====

No. 3
{"formula": "C16H31N3O3", "method": "the ωB97M-V functional and the def2-TZVPD basis", "elements": ["O", "O", "O", "N", "N", "N", "C", "C", "C", "C", "C", "C", "C", "C", "C", "C", "C", "C", "C", "C", "C", "C", "H", "H", "H", "H", "H", "H", "H", "H", "H", "H", "H", "H", "H", "H", "H", "H", "H", "H", "H", "H", "H", "H", "H", "H", "H", "H", "H", "H", "H", "H", "H"], "coordinates": [[-2.013, 1.152, -1.910], [-3.704, -2.125, 0.766], [-1.004, -2.729, 1.324], [-4.092, 0.860, -0.973], [-2.561, -0.686, -0.606], [1.385, -0.387, -0.152], [-4.761, -0.107, -0.134], [1.412, 0.852, 0.610], [-0.631, -1.522, 0.714], [0.662, 3.290, 0.550], [-3.639, -1.123, 0.089], [-1.272, -1.343, -0.672], [-5.192, 0.497, 1.203], [0.902, -1.539, 0.577], [2.579, -0.635, -0.935], [0.983, 2.037, -0.263], [5.023, -1.275, -1.075], [1.880, 3.881, 1.251], [6.262, -1.722, -0.309], [-5.937, -0.771, -0.851], [3.825, -1.076, -0.151], [-2.810, 0.540, -1.251], [1.159, -2.442, 0.021], [-6.012, 1.197, 1.055], [2.269, 3.197, 2.001], [6.075, -2.664, 0.202], [-5.625, -1.141, -1.825], [2.333, -1.407, -1.671], [2.405, 1.042, 1.040], [0.709, 0.761, 1.440], [-1.976, -2.787, 1.312], [0.243, 4.040, -0.124], [1.618, 4.813, 1.746], [-0.938, -0.669, 1.343], [2.669, 4.086, 0.531], [4.774, -2.023, -1.831], [6.539, -0.979, 0.436], [5.236, -0.338, -1.596], [-1.387, -2.324, -1.143], [-6.748, -0.059, -0.987], [-0.103, 3.052, 1.293], [-6.294, -1.608, -0.257], [3.613, -2.011, 0.372], [-5.517, -0.298, 1.869], [2.805, 0.282, -1.482], [-0.627, -0.705, -1.282], [0.099, 1.743, -0.830], [-4.359, 1.022, 1.666], [-4.528, 1.697, -1.320], [1.771, 2.271, -0.981], [7.102, -1.859, -0.986], [1.328, -1.633, 1.588], [4.074, -0.324, 0.600]], "atomic_forces_ev_per_a": [[0.298, 0.196, -0.259], [-0.129, -0.256, 0.200], [-0.091, -0.307, 0.215], [-0.331, 0.156, 0.026], [0.131, -0.023, -0.091], [0.008, -0.117, 0.149], [-0.380, -0.070, 0.190], [-0.063, 0.208, -0.346], [0.131, 0.227, -0.371], [0.263, -0.024, -0.169], [-0.127, 0.395, -0.226], [0.267, -0.105, 0.226], [0.162, -0.202, -0.100], [-0.375, 0.054, 0.118], [0.164, -0.089, 0.166], [-0.165, 0.045, 0.357], [-0.022, -0.046, 0.320], [-0.265, -0.016, -0.009], [-0.118, 0.063, -0.228], [0.241, -0.069, 0.114], [-0.150, 0.136, -0.393], [-0.084, 0.016, -0.008], [0.047, -0.068, 0.008], [-0.078, 0.067, -0.022], [0.116, -0.030, 0.101], [0.030, -0.099, 0.080], [-0.001, -0.036, -0.079], [0.072, 0.047, -0.080], [-0.047, -0.046, 0.114], [0.022, 0.020, 0.069], [0.192, 0.058, -0.012], [-0.091, 0.005, 0.045], [0.071, 0.088, 0.082], [0.073, -0.023, -0.117], [0.137, 0.034, -0.053], [-0.015, 0.031, -0.096], [0.066, 0.047, 0.099], [-0.029, 0.004, -0.093], [0.037, 0.039, 0.028], [-0.072, 0.072, -0.010], [-0.106, 0.015, -0.011], [-0.092, -0.066, 0.048], [0.005, -0.034, 0.092], [-0.077, -0.043, 0.080], [0.044, -0.032, -0.109], [-0.129, -0.088, 0.042], [0.057, -0.054, -0.036], [0.052, 0.045, 0.056], [0.139, 0.002, -0.047], [0.046, 0.010, -0.119], [0.138, -0.040, 0.012], [0.017, -0.085, -0.054], [0.012, -0.013, 0.099]], "lumo_energy_ev": 0.6, "homo_energy_ev": -8.12, "orbital_gap_ha": 0.3216, "energy_ev": -27709.6588, "smiles": "CCCCN(CCCC)C[C@H](O)CN1C(=O)NC(C)(C)C1=O", "largest_force_ev_per_a": 0.47, "e_above_lowest_kcal_mol": 0.6}